(1)
Here is a cluster of 3 separate species, C6H12 in total from the OMol25 dataset. Energies are from ωB97M-V/def2-TZVPD.

```
18
C6H12, DFT ωB97M-V/def2-TZVPD
H 0.13 -0.30 -2.39
H -0.91 0.95 -1.66
H 0.57 0.77 1.81
H -1.50 1.13 2.20
H 0.83 1.24 -1.85
H -0.83 1.84 1.71
H 1.92 -1.17 0.85
H -0.50 -1.88 0.83
C 1.73 -0.75 -0.15
C -0.89 -1.06 0.21
C 0.34 -0.12 -0.23
C -0.10 0.75 0.95
H 1.83 -1.57 -0.88
H -2.28 0.64 0.67
H -1.52 -1.47 -0.59
C 0.08 0.48 -1.61
H 2.51 -0.01 -0.36
C -1.38 0.14 1.00
```

Calculated values
HOMO-LUMO gap, hartree: 0.3634
E_LUMO, Ha: 0.0259
Largest force on an atom, eV/Å: 0.255
Highest occupied orbital energy, eV: -9.182
Total charge: 0
Energy above the lowest of the compared OMol25 structures with the same formula, charge and spin, kcal per mole: 147.0

***

(2)
Here is a structure of composition C2H16MgO6 in a non-equilibrium geometry from the OMol25 dataset. Energies are from ωB97M-V/def2-TZVPD.

```
25
C2H16MgO6, DFT ωB97M-V/def2-TZVPD
H -2.99 1.12 -0.15
H 2.12 -2.67 1.93
H -0.27 2.29 1.36
O -1.56 -0.95 0.55
O 0.05 -1.20 -1.62
H 2.65 -2.36 0.29
O -0.07 1.36 1.35
H 0.47 1.22 2.13
C 2.37 -1.88 1.22
H 3.33 -1.44 1.48
H -1.91 -1.31 1.36
H -2.81 2.48 -1.28
H 1.96 1.16 -1.56
H 1.13 -0.71 2.14
Mg 0.05 -0.01 -0.06
H -2.95 0.86 -1.88
H -0.41 -1.04 -2.45
C -2.51 1.45 -1.07
H 0.50 -2.03 -1.75
H -2.25 -1.09 -0.10
O -1.09 1.31 -1.09
O 1.60 0.92 -0.70
H -0.78 2.20 -1.28
O 1.20 -1.02 1.23
H 2.17 1.35 -0.07
```

Calculated values
HOMO-LUMO gap (alpha / beta), hartree: 0.1245 / 0.4216
E_LUMO (alpha / beta), Ha: -0.1149 / -0.1253
Largest force on an atom, eV/Å: 1.776
Highest occupied orbital energy (alpha / beta), eV: -6.513 / -14.882
2S+1: 2
Total charge: +1

***

Computed total energy, in the same sequence as the records: -6410.5670; -20057.8562 eV.